1.
The following is a quantum chemistry calculation of a 8-piece molecular cluster, C48H108N4O8 overall in a non-equilibrium geometry, from OMol25.

Calculated values
E_LUMO in hartree: 0.01388
SMILES: CC1(C)CCCC(C)(C)N1O.CC1(C)CCCC(C)(C)N1O.CC1(C)CCCC(C)(C)N1O.CC1(C)CCCC(C)(C)N1O.CC(C)O.CC(C)O.CC(C)O.CC(C)O
Frontier orbital gap in Eh: 0.308
ΔE to the lowest compared entry with this formula, charge and spin in kJ/mol: 456.98
Spin multiplicity: 1

Geometry as XYZ:
```
168
Properties=species:S:1:pos:R:3:lowdin_charge:R:1
C 2.659 -1.372 -0.584 -0.032
C 3.337 -2.703 -0.266 -0.487
C 2.977 -3.162 1.161 -0.028
C 2.840 -3.819 -1.197 -0.139
C 3.393 -3.629 -2.610 -0.188
C 4.907 -3.781 -2.627 -0.132
C 5.557 -2.827 -1.571 -0.493
C 6.951 -3.455 -1.340 -0.040
C 5.677 -1.464 -2.268 -0.030
N 4.815 -2.739 -0.315 -0.134
O 5.445 -2.002 0.659 0.004
H 1.584 -1.426 -0.785 0.083
H 2.773 -0.578 0.157 0.084
H 2.951 -0.922 -1.534 0.033
H 1.955 -3.541 1.181 0.079
H 3.689 -3.927 1.464 0.091
H 3.087 -2.307 1.828 0.076
H 3.170 -4.830 -0.948 0.127
H 1.750 -3.778 -1.216 0.093
H 2.916 -4.328 -3.301 0.108
H 3.100 -2.636 -2.964 0.100
H 5.173 -3.637 -3.676 0.123
H 5.207 -4.801 -2.377 0.114
H 7.591 -2.840 -0.703 0.076
H 7.517 -3.555 -2.267 0.084
H 6.852 -4.414 -0.831 0.085
H 6.318 -1.549 -3.149 0.085
H 6.112 -0.676 -1.653 0.082
H 4.703 -1.266 -2.715 0.061
H 5.415 -1.068 0.380 0.101
C 1.182 2.260 5.142 -0.021
C 1.627 3.762 5.229 -0.515
C 1.832 4.155 6.690 -0.042
C 3.045 3.742 4.619 -0.139
C 3.053 3.680 3.067 -0.158
C 2.207 4.830 2.542 -0.166
C 0.805 4.783 3.028 -0.513
C 0.189 6.145 2.640 -0.030
C -0.001 3.727 2.248 -0.012
N 0.812 4.706 4.490 -0.099
O -0.449 4.825 5.059 -0.013
H 1.438 1.689 6.034 0.080
H 0.094 2.210 5.047 0.074
H 1.652 1.783 4.284 0.061
H 2.467 3.510 7.290 0.086
H 2.120 5.206 6.754 0.088
H 0.828 4.172 7.128 0.080
H 3.479 4.691 4.954 0.115
H 3.622 2.992 5.160 0.119
H 4.082 3.730 2.707 0.108
H 2.681 2.727 2.682 0.097
H 2.137 4.779 1.452 0.107
H 2.785 5.737 2.736 0.131
H 0.488 6.476 1.644 0.083
H 0.659 6.844 3.337 0.091
H -0.895 6.217 2.704 0.074
H 0.174 2.717 2.632 0.053
H 0.266 3.649 1.193 0.072
H -1.088 3.820 2.292 0.081
H -1.076 4.157 4.731 0.084
C -2.904 -4.819 -2.033 -0.010
C -1.599 -5.636 -1.913 -0.481
C -0.466 -4.980 -2.658 -0.051
C -1.173 -5.761 -0.424 -0.136
C -0.052 -6.746 -0.220 -0.189
C -0.426 -8.125 -0.764 -0.137
C -0.855 -8.192 -2.226 -0.499
C 0.304 -8.130 -3.202 -0.045
C -1.612 -9.529 -2.527 -0.029
N -1.797 -7.071 -2.382 -0.123
O -2.715 -7.244 -3.441 -0.016
H -2.671 -3.857 -1.580 0.069
H -3.244 -4.707 -3.060 0.080
H -3.630 -5.418 -1.482 0.091
H -0.611 -4.894 -3.740 0.094
H -0.343 -3.949 -2.315 0.079
H 0.471 -5.524 -2.567 0.048
H -0.715 -4.780 -0.250 0.099
H -2.000 -5.923 0.266 0.126
H 0.866 -6.447 -0.738 0.094
H 0.270 -6.705 0.822 0.117
H -1.109 -8.519 -0.004 0.122
H 0.429 -8.792 -0.600 0.120
H -0.074 -8.107 -4.231 0.085
H 0.930 -9.026 -3.217 0.087
H 1.017 -7.304 -3.190 0.065
H -1.040 -10.376 -2.143 0.082
H -1.765 -9.783 -3.576 0.076
H -2.602 -9.504 -2.075 0.086
H -2.163 -6.850 -4.138 0.097
C 0.834 5.043 -5.605 -0.034
C 1.775 4.336 -4.638 -0.487
C 3.044 3.797 -5.308 -0.024
C 2.122 5.341 -3.523 -0.141
C 2.740 4.730 -2.295 -0.202
C 1.905 3.648 -1.641 -0.117
C 1.317 2.592 -2.687 -0.468
C 2.351 1.395 -2.848 -0.028
C 0.090 1.993 -2.053 -0.042
N 1.054 3.201 -3.980 -0.133
O 0.582 2.261 -4.903 -0.001
H -0.202 4.796 -5.376 0.089
H 1.066 6.107 -5.625 0.083
H 0.886 4.701 -6.643 0.079
H 3.088 2.769 -5.668 0.074
H 3.200 4.391 -6.211 0.084
H 3.863 3.908 -4.596 0.074
H 2.885 6.012 -3.926 0.126
H 1.262 5.902 -3.153 0.130
H 3.732 4.304 -2.471 0.109
H 2.845 5.483 -1.509 0.112
H 1.046 4.105 -1.147 0.106
H 2.538 3.039 -0.997 0.108
H 3.030 1.219 -2.015 0.068
H 3.089 1.683 -3.608 0.069
H 1.844 0.519 -3.249 0.075
H 0.156 1.853 -0.972 0.059
H -0.162 1.008 -2.447 0.076
H -0.752 2.678 -2.181 0.089
H 1.376 1.711 -5.028 0.078
C -6.604 -0.561 3.228 -0.057
C -5.295 -1.344 3.245 -0.444
C -4.754 -1.866 1.918 -0.041
O -4.307 -0.449 3.806 -0.089
H -7.497 -1.108 2.924 0.081
H -6.538 0.375 2.672 0.074
H -6.792 -0.243 4.258 0.075
H -5.393 -2.084 4.047 0.134
H -4.641 -1.043 1.211 0.073
H -5.483 -2.509 1.424 0.087
H -3.787 -2.344 2.060 0.077
H -4.516 -0.390 4.742 0.092
C -4.924 2.997 -0.206 -0.062
C -4.142 3.064 -1.526 -0.483
C -4.035 1.657 -2.138 -0.056
O -4.857 3.866 -2.460 -0.048
H -4.549 2.371 0.601 0.060
H -5.922 2.627 -0.458 0.080
H -4.980 4.056 0.054 0.079
H -3.167 3.448 -1.220 0.129
H -5.052 1.347 -2.390 0.078
H -3.604 0.980 -1.399 0.067
H -3.473 1.639 -3.072 0.079
H -5.471 3.302 -2.936 0.078
C -4.938 5.383 3.932 -0.073
C -4.901 4.027 4.653 -0.423
C -4.957 2.929 3.540 -0.034
O -3.635 4.184 5.347 -0.082
H -4.014 5.407 3.351 0.083
H -4.878 6.220 4.632 0.077
H -5.769 5.539 3.243 0.078
H -5.677 3.819 5.391 0.129
H -5.610 3.376 2.792 0.066
H -5.358 2.042 4.017 0.051
H -3.976 2.837 3.073 0.079
H -3.643 5.070 5.716 0.072
C -1.704 -1.314 -0.032 -0.044
C -1.510 -0.661 1.338 -0.471
C -0.127 -0.028 1.415 -0.052
O -2.537 0.281 1.567 -0.069
H -1.448 -0.695 -0.893 0.071
H -2.740 -1.635 -0.153 0.060
H -1.098 -2.221 -0.122 0.062
H -1.572 -1.342 2.192 0.139
H 0.627 -0.819 1.426 0.063
H -0.097 0.406 2.421 0.068
H 0.280 0.756 0.778 0.058
H -2.891 0.132 2.453 0.051
```

2.
The following is a quantum chemistry calculation of a 2-piece molecular cluster, C2H4FPS overall in a non-equilibrium geometry, from OMol25.

Calculated values
E_LUMO (alpha / beta) in hartree: -0.03531 / -0.07237
Frontier orbital gap (alpha / beta) in Eh: 0.302 / 0.246
ΔE to the lowest compared entry with this formula, charge and spin in kJ/mol: 369.10
Spin multiplicity: 1

Geometry as XYZ:
```
9
Properties=species:S:1:pos:R:3:nbo_charge:R:1
C 3.207 -0.352 -0.607 0.093
C -0.308 -0.538 0.235 -0.815
F 4.105 -1.079 -0.027 -0.316
P 2.877 1.222 -0.319 0.215
S 0.573 -2.094 0.365 0.128
H 0.338 0.304 0.477 0.243
H -1.196 -0.568 0.987 0.221
H -0.729 -0.504 -0.792 0.236
H 1.999 1.306 -1.405 -0.006
```

3.
The following is a quantum chemistry calculation of a 9-piece molecular cluster, C62H87ClFN11O5PS3 overall in a non-equilibrium geometry, from OMol25.

Calculated values
E_LUMO in hartree: 0.03088
Frontier orbital gap in Eh: 0.197
Charge: -1
Spin multiplicity: 1

Geometry as XYZ:
```
171
Properties=species:S:1:pos:R:3:lowdin_charge:R:1
C 6.813 0.412 2.661 0.079
C 6.083 0.041 1.772 -0.094
C 5.040 -0.574 0.841 -0.128
C 3.671 -0.424 1.545 -0.139
C 2.750 0.569 1.184 0.059
C 1.494 0.759 1.853 -0.199
C 1.220 -0.127 2.916 -0.420
C 2.145 -1.151 3.284 -0.034
C 3.368 -1.324 2.622 -0.236
O 4.336 -2.262 2.933 -0.062
C 3.828 -3.593 2.974 -0.157
C 3.574 -4.251 1.585 -0.194
O 4.564 -3.965 0.616 -0.152
C 4.059 -4.055 -0.716 -0.258
C 4.695 -2.937 -1.620 -0.068
S -0.283 0.023 3.871 0.998
C -1.244 1.176 2.889 -0.417
C -2.601 1.332 3.244 -0.129
C -3.431 2.222 2.520 -0.339
P -5.210 2.502 2.996 0.605
O -5.103 3.965 3.827 -0.365
Cl -5.756 1.076 4.439 0.152
C -2.892 2.940 1.381 -0.154
C -3.846 3.873 0.608 -0.160
C -5.012 3.142 -0.145 -0.263
C -4.860 3.096 -1.702 -0.438
S -5.445 1.501 -2.408 0.840
C -6.987 1.085 -1.574 -1.026
S -8.398 1.888 -1.805 0.673
N -6.988 -0.020 -0.693 -0.155
C -6.182 -1.157 -0.803 -0.085
C -6.516 -1.984 0.254 -0.127
N -7.514 -1.375 1.048 0.069
C -7.751 -0.250 0.433 -0.211
C -1.522 2.748 1.067 -0.067
C -0.943 3.519 -0.152 -0.064
C -1.149 2.627 -1.431 -0.333
C -1.154 3.433 -2.754 -0.050
F -2.251 1.758 -1.312 -0.047
C -0.655 1.881 1.820 -0.160
N 0.705 1.854 1.375 0.046
C 1.356 3.101 1.976 -0.710
O 2.105 3.771 1.258 -0.020
O 1.073 3.380 3.162 -0.008
H 7.709 0.773 3.151 -0.001
H 5.065 -0.012 -0.114 0.119
H 5.327 -1.633 0.737 0.085
H 3.024 1.237 0.352 0.130
H 1.881 -1.821 4.122 0.108
H 2.948 -3.649 3.646 0.118
H 4.620 -4.201 3.471 0.128
H 2.538 -4.002 1.271 0.123
H 3.580 -5.357 1.766 0.127
H 2.961 -3.919 -0.782 0.113
H 4.346 -5.054 -1.122 0.114
H 4.044 -2.043 -1.497 0.074
H 4.763 -3.263 -2.673 0.072
H 5.677 -2.658 -1.199 0.072
H -3.062 0.807 4.097 0.065
H -4.170 4.003 4.104 0.051
H -3.350 4.546 -0.113 0.105
H -4.332 4.541 1.371 0.061
H -5.933 3.738 0.056 0.089
H -5.232 2.142 0.284 0.064
H -5.487 3.879 -2.185 0.072
H -3.817 3.324 -1.972 0.042
H -5.450 -1.364 -1.591 0.104
H -6.141 -2.972 0.519 0.061
H -8.505 0.482 0.754 0.114
H 0.152 3.658 -0.063 0.104
H -1.388 4.525 -0.258 0.111
H -0.247 1.977 -1.476 0.143
H -0.868 2.754 -3.587 0.013
H -2.108 3.957 -2.963 0.070
H -0.347 4.193 -2.688 0.095
C -9.441 5.903 0.324 -0.108
C -8.970 7.349 0.206 -0.267
C -7.509 7.463 -0.237 -0.179
C -6.626 6.802 0.746 -0.201
N -5.937 6.286 1.511 0.184
H -8.878 5.358 1.084 0.073
H -10.493 5.868 0.613 0.070
H -9.333 5.376 -0.627 0.068
H -9.104 7.847 1.170 0.110
H -9.602 7.872 -0.516 0.106
H -7.220 8.511 -0.321 0.115
H -7.368 6.994 -1.213 0.119
C 11.035 -1.935 4.594 -0.106
C 11.887 -0.675 4.702 -0.263
C 11.127 0.592 4.299 -0.176
C 10.680 0.490 2.896 -0.224
N 10.304 0.420 1.811 0.170
H 10.717 -2.118 3.565 0.071
H 11.604 -2.807 4.917 0.072
H 10.143 -1.860 5.221 0.076
H 12.773 -0.789 4.073 0.109
H 12.235 -0.567 5.731 0.109
H 11.771 1.466 4.406 0.118
H 10.254 0.735 4.938 0.097
C 11.980 1.522 -3.046 -0.117
C 11.801 0.954 -1.642 -0.275
C 11.818 -0.576 -1.610 -0.192
C 10.716 -1.120 -2.432 -0.234
N 9.859 -1.543 -3.072 0.137
H 11.164 1.224 -3.706 0.070
H 11.991 2.613 -3.015 0.070
H 12.922 1.186 -3.488 0.073
H 10.860 1.320 -1.227 0.107
H 12.601 1.331 -1.001 0.105
H 11.700 -0.930 -0.585 0.101
H 12.766 -0.957 -1.994 0.114
C -10.602 3.750 -4.712 -0.115
C -10.621 4.061 -6.204 -0.268
C -9.240 4.438 -6.748 -0.187
C -8.735 5.647 -6.062 -0.235
N -8.346 6.590 -5.530 0.138
H -10.299 4.618 -4.124 0.069
H -11.597 3.459 -4.371 0.074
H -9.915 2.930 -4.492 0.055
H -11.326 4.876 -6.390 0.110
H -10.991 3.188 -6.746 0.106
H -9.298 4.639 -7.819 0.113
H -8.532 3.622 -6.595 0.120
C -2.159 -0.478 -4.650 -0.096
C -2.113 -0.161 -6.142 -0.263
C -0.709 0.215 -6.630 -0.184
C -0.230 1.417 -5.920 -0.203
N 0.136 2.358 -5.368 0.159
H -1.880 0.387 -4.045 0.062
H -3.168 -0.767 -4.354 0.069
H -1.484 -1.301 -4.404 0.081
H -2.807 0.656 -6.353 0.110
H -2.462 -1.031 -6.703 0.105
H -0.724 0.420 -7.702 0.112
H -0.010 -0.604 -6.452 0.118
C -4.380 -7.611 1.061 -0.106
C -5.663 -7.319 0.290 -0.261
C -5.414 -6.538 -1.004 -0.181
C -4.789 -5.236 -0.696 -0.217
N -4.305 -4.220 -0.454 0.170
H -3.888 -6.692 1.383 0.075
H -4.599 -8.193 1.958 0.072
H -3.676 -8.182 0.450 0.058
H -6.345 -6.760 0.934 0.112
H -6.155 -8.264 0.045 0.106
H -6.356 -6.365 -1.526 0.118
H -4.755 -7.098 -1.670 0.090
C 5.756 -0.252 7.133 -0.105
C 6.223 1.196 7.025 -0.256
C 7.697 1.318 6.626 -0.190
C 8.554 0.660 7.645 -0.242
N 9.209 0.150 8.442 0.133
H 6.299 -0.792 7.911 0.067
H 4.697 -0.290 7.389 0.075
H 5.895 -0.779 6.186 0.076
H 6.058 1.695 7.983 0.111
H 5.611 1.713 6.283 0.116
H 7.981 2.368 6.547 0.118
H 7.870 0.846 5.656 0.087
C -0.874 -7.408 -1.132 -0.106
C -1.241 -8.717 -1.825 -0.267
C -1.336 -8.580 -3.348 -0.185
C -2.379 -7.598 -3.706 -0.228
N -3.195 -6.835 -3.982 0.153
H -1.633 -6.640 -1.294 0.066
H -0.789 -7.558 -0.055 0.074
H 0.082 -7.026 -1.497 0.078
H -2.195 -9.074 -1.427 0.097
H -0.489 -9.471 -1.582 0.108
H -1.587 -9.542 -3.798 0.114
H -0.382 -8.252 -3.764 0.119
```

4.
The following is a quantum chemistry calculation of a 2-piece molecular cluster, CH4NOS2 overall in a non-equilibrium geometry, from OMol25.

Calculated values
E_LUMO in hartree: -0.19455
Frontier orbital gap in Eh: 0.298
Charge: +1
ΔE to the lowest compared entry with this formula, charge and spin in kJ/mol: 37.10
Spin multiplicity: 1

Geometry as XYZ:
```
9
Properties=species:S:1:pos:R:3:nbo_charge:R:1
C -1.676 0.486 0.140 0.192
N 1.572 -0.136 -0.052 -0.872
O -0.715 1.228 0.300 -0.578
S -1.966 -1.245 -0.057 0.121
S -3.370 0.445 -0.022 0.334
H 1.475 -0.607 -0.914 0.433
H 0.734 0.448 0.041 0.463
H 1.410 -0.916 0.540 0.436
H 2.536 0.297 0.024 0.471
```

no.,E (eV)
1,-73860.128
2,-24975.135
3,-149365.888
4,-26302.185